Here is 11 unconnected molecules or ions with the total composition C44H96BN4O18 in a non-equilibrium geometry from OMol25. Energies are from ωB97M-V with the def2-TZVPD basis set.

Geometry as XYZ:
```
163
Properties=species:S:1:pos:R:3:forces:R:3
O 1.04166 -1.39119 -2.58353 -0.45 -0.20 2.27
C 0.99505 -1.21425 -1.36942 1.34 0.91 -2.43
O 0.28450 -1.81553 -0.46897 0.02 -0.87 -0.10
B 0.57090 -1.25980 0.86405 0.19 1.65 -1.18
O 1.35525 -0.03540 0.61651 1.32 -0.89 -1.03
C 1.79726 -0.08044 -0.65212 1.39 3.46 -0.66
O 2.54422 0.78404 -1.16057 -2.14 -3.11 1.51
O 1.16949 -2.21219 1.77960 -0.13 -1.08 0.74
C 0.29522 -2.47278 2.72939 1.29 -2.50 3.09
O 0.42056 -3.31005 3.69549 -0.52 3.74 -4.12
C -0.83624 -1.45009 2.56269 -0.72 -0.12 0.54
O -0.64672 -0.77963 1.42969 -1.34 -0.71 1.71
O -1.68640 -1.30502 3.39183 -0.15 0.28 -0.34
C 0.29625 -0.33178 6.19099 -0.62 -1.42 -0.19
O -0.45218 -1.58363 6.17987 0.63 0.99 0.76
H 1.23273 -0.51476 5.66410 0.09 0.47 -0.24
H -0.32737 0.44237 5.74389 0.31 0.21 -0.13
H 0.55810 -0.05098 7.21113 -0.27 -0.20 0.06
H -0.41249 -1.91635 5.28025 -0.19 -0.16 -0.15
C 4.15936 -2.12093 3.52430 0.14 -0.26 -0.07
O 5.12207 -3.09952 3.89180 0.12 -0.48 -0.06
H 3.94668 -2.12257 2.45525 0.35 0.21 -0.24
H 3.20192 -2.41046 3.95741 0.15 0.25 0.50
H 4.57383 -1.17780 3.88043 -0.78 0.44 -0.13
H 5.92827 -2.89308 3.41325 0.05 -0.07 -0.03
C 2.69960 -4.26829 -0.57240 -0.10 -0.45 0.80
O 3.69930 -3.97543 0.39612 0.37 0.89 -0.52
H 1.71190 -3.91802 -0.27264 -0.01 0.00 0.21
H 2.89875 -3.78136 -1.52705 0.48 -0.18 0.07
H 2.66881 -5.35630 -0.63051 -0.31 -0.06 -0.67
H 3.39992 -4.29926 1.24882 -0.45 -0.23 0.13
C 3.28621 -5.62764 3.46062 0.60 -0.82 0.47
O 2.26090 -5.53242 2.50215 0.61 0.46 -0.48
H 3.40211 -6.66614 3.77075 -0.11 -0.29 0.25
H 4.27647 -5.35895 3.09282 -0.30 0.43 -0.34
H 3.06312 -5.04276 4.35295 0.12 0.20 -0.04
H 1.48152 -5.47913 3.06012 -0.46 -0.21 -0.18
C -1.05768 -5.25528 -0.46503 -0.83 -0.73 -1.01
C -2.43817 -4.71974 -0.90456 -1.52 2.90 -0.62
C -2.22846 -3.49882 -1.85927 0.36 0.53 0.29
C -3.43175 -2.86158 -2.67274 0.70 -1.96 1.71
C -4.16088 -4.04451 -3.31769 1.12 -0.02 -0.56
C -4.46013 -5.25719 -2.40009 -2.28 1.23 0.87
N -3.26212 -5.68529 -1.66076 1.68 1.16 -0.91
O -3.35079 -6.85616 -0.95336 -0.68 -0.99 0.17
C -5.63615 -4.80617 -1.44715 0.45 -0.97 0.42
C -4.99575 -6.37979 -3.27343 0.92 -1.53 -0.83
C -3.06034 -4.11797 0.41714 0.74 -1.01 0.12
H -0.34330 -4.47671 -0.19747 -0.48 0.17 0.32
H -0.58985 -5.76528 -1.30714 -0.09 -0.29 -0.03
H -1.24838 -5.97111 0.33455 0.51 0.04 0.10
H -1.81191 -2.68638 -1.26386 0.01 -0.06 0.23
H -1.36309 -3.81095 -2.44391 -0.29 0.22 -0.93
H -2.99574 -2.09436 -3.31257 -0.31 -0.27 -0.41
H -4.10560 -2.36631 -1.97365 0.07 0.19 0.15
H -3.46117 -4.42051 -4.06410 -0.06 -0.12 -0.36
H -5.07927 -3.75950 -3.83094 -0.10 -0.05 0.05
H -5.92032 -5.64539 -0.81229 0.61 -0.19 0.74
H -5.31105 -3.95449 -0.84962 -0.50 -0.08 -0.01
H -6.63529 -4.69903 -1.86945 0.36 0.81 -0.87
H -4.41063 -6.40070 -4.19283 0.10 -0.04 -0.16
H -4.84887 -7.37433 -2.85223 0.34 0.11 0.46
H -6.03243 -6.46356 -3.59959 -0.25 1.11 0.37
H -3.36630 -4.95851 1.04002 -0.06 0.05 0.41
H -3.83995 -3.35810 0.47099 -0.05 -0.11 -0.78
H -2.16953 -3.67661 0.86407 -0.20 0.10 0.48
H -3.95534 -6.67430 -0.23013 -0.36 -0.15 0.58
C -6.04096 4.34625 -0.59878 0.06 -0.63 -0.22
C -4.75189 3.52770 -0.32538 0.17 0.79 0.34
C -4.38204 3.89740 1.09812 1.00 -0.83 2.08
C -3.22925 3.03265 1.75746 -1.17 -0.65 -1.16
C -3.60498 1.50430 1.55498 1.42 1.75 0.93
C -4.03869 1.06714 0.13050 1.17 2.18 -0.66
N -5.02921 2.06202 -0.38667 0.01 1.13 2.93
O -5.59710 1.70367 -1.57574 0.27 -0.25 -0.96
C -2.76823 0.95126 -0.88850 -0.66 -0.04 2.41
C -4.70532 -0.23565 0.37834 -0.45 -0.16 -0.11
C -3.68002 4.13319 -1.24442 0.07 -0.52 -0.84
H -6.21059 4.53274 -1.65923 -0.14 -0.38 -0.08
H -5.96308 5.33911 -0.15577 0.09 -0.08 0.23
H -6.87032 3.79721 -0.15290 -0.17 0.19 -0.13
H -4.24198 4.96126 1.28960 0.69 0.26 -0.88
H -5.25166 3.80597 1.74887 -0.35 -0.85 0.00
H -3.12767 3.30404 2.80824 -0.33 -0.28 0.17
H -2.21466 3.17654 1.38598 -0.12 0.40 -0.64
H -4.26353 1.25016 2.38554 -0.96 -0.06 -0.60
H -2.73571 0.93640 1.88658 0.33 -0.22 -0.56
H -2.95522 1.35912 -1.88187 0.04 -0.51 -0.06
H -1.91655 1.47533 -0.45482 -0.10 0.57 -0.07
H -2.40385 -0.07278 -0.80686 -0.29 -0.26 -0.88
H -5.09745 -0.66832 -0.54206 0.13 -0.37 0.17
H -3.95728 -0.82145 0.91256 -0.20 -0.62 -0.30
H -5.51237 -0.00931 1.07514 -0.23 -0.37 -0.14
H -3.97127 4.01430 -2.28804 -0.15 0.04 -0.24
H -2.67434 3.71489 -1.20281 0.00 -0.02 0.52
H -3.64415 5.20625 -1.05637 0.12 -0.02 0.02
H -4.82884 1.77373 -2.14712 -0.08 -0.27 -1.24
C 1.77759 4.90029 0.78376 1.40 -0.49 0.71
C 2.17387 4.33385 2.24227 -1.39 0.73 -2.22
C 1.14490 3.29132 2.46415 -1.03 -1.94 2.00
C 1.39404 2.39670 3.70962 2.63 -0.87 -1.34
C 2.86440 1.72333 3.56890 -1.90 1.26 2.26
C 3.97890 2.72937 3.27819 -0.54 -0.30 0.61
N 3.48325 3.68791 2.24577 0.25 -1.18 -0.99
O 4.44080 4.63672 1.96231 1.10 1.45 0.55
C 4.48000 3.44748 4.57659 0.67 0.09 -0.61
C 5.14587 1.84472 2.78940 0.95 0.45 -0.45
C 1.96680 5.48612 3.15539 0.93 0.94 1.39
H 2.12649 5.91494 0.59176 0.60 -0.08 0.13
H 0.70536 4.99651 0.61297 -0.10 -0.66 0.31
H 2.26381 4.19355 0.11130 -0.41 0.23 -0.56
H 0.19869 3.77351 2.70967 -0.26 0.11 -0.75
H 1.07768 2.60783 1.61773 -0.21 0.18 -0.22
H 0.75406 1.51446 3.72271 -0.55 0.44 0.19
H 1.35403 2.96718 4.63754 -0.18 -0.12 0.05
H 2.81350 0.77149 3.04022 0.19 0.48 -0.76
H 3.11481 1.43951 4.59108 -0.09 -0.50 0.19
H 3.81590 4.08731 5.15771 -0.42 -0.14 -0.37
H 4.95155 2.75384 5.27272 -0.26 -0.33 -0.06
H 5.30700 4.06875 4.23282 -0.02 0.33 0.09
H 4.79545 1.04929 2.13169 0.16 0.34 -0.39
H 6.00181 2.39713 2.40170 -0.46 0.51 -1.04
H 5.77312 1.34929 3.53049 -0.98 -0.27 1.05
H 2.69861 6.27288 2.97221 0.48 -0.23 0.19
H 2.07477 5.10168 4.16962 -0.15 0.55 0.35
H 1.04142 6.05132 3.04446 -0.43 -0.68 -0.11
H 4.85876 4.41177 1.12787 -0.01 -0.30 -0.38
C 2.73957 1.33214 -6.55228 -0.39 -0.81 -0.17
C 2.80547 1.32367 -5.01424 1.98 2.28 0.51
C 3.70881 2.56241 -4.58145 -0.38 0.19 0.18
C 3.06912 3.96461 -4.45184 -0.25 -0.91 -1.58
C 1.77430 3.81129 -3.70274 0.40 -0.03 0.64
C 0.76690 2.74743 -4.23836 1.77 1.11 2.06
N 1.51621 1.43050 -4.29987 0.06 0.37 -0.28
O 0.68627 0.37608 -4.77543 -0.37 0.55 -0.49
C -0.21378 2.64749 -3.04582 -0.54 -0.83 -0.61
C 0.04998 3.22106 -5.49233 -0.10 -1.68 -0.23
C 3.68379 0.14616 -4.46914 -1.91 -0.65 -0.11
H 1.96994 0.63114 -6.87534 -0.25 0.13 -0.06
H 3.64606 0.95277 -7.02392 0.34 0.00 0.35
H 2.56496 2.30272 -7.01660 -0.18 0.13 0.30
H 4.13824 2.29805 -3.61512 0.00 0.08 0.17
H 4.53389 2.60663 -5.29236 0.12 -0.09 -0.02
H 2.86086 4.34733 -5.45096 -0.04 0.05 -0.36
H 3.78500 4.67822 -4.04396 -0.13 -0.10 0.45
H 1.22072 4.73959 -3.56166 -0.02 0.20 -0.30
H 2.10144 3.55031 -2.69628 -0.32 -0.40 0.27
H -0.86513 3.50855 -2.89607 0.22 0.39 -0.36
H -0.89319 1.82539 -3.27089 -0.07 -0.28 0.28
H 0.29734 2.47420 -2.09881 0.12 -0.23 -0.17
H -0.72576 2.45538 -5.50008 -0.48 0.17 -0.93
H -0.41674 4.20556 -5.52440 0.26 0.03 0.55
H 0.68440 3.08242 -6.36777 -0.15 0.12 -0.04
H 3.32556 -0.78562 -4.90682 0.30 -0.20 -0.37
H 3.45971 -0.00826 -3.41366 0.15 0.44 0.16
H 4.75975 0.25609 -4.60449 -0.18 0.21 -0.30
H 0.77830 -0.30493 -4.10510 0.03 -0.21 0.48
O 4.71670 3.24636 -0.46260 0.43 0.40 -0.22
H 4.05379 2.97075 0.17050 -0.57 -0.37 0.42
H 4.77505 2.51831 -1.08129 -0.05 -0.22 -0.17
O 0.42249 -5.87435 4.51514 -0.17 -0.68 0.09
H 0.20621 -4.95976 4.33350 -0.31 0.63 0.05
H 0.69409 -5.87901 5.43299 0.10 -0.04 0.20
```
Positions in Å, forces in eV/Å.

Properties
Energy (eV): -90676.4143
2S+1: 1
Orbital gap (Ha): 0.297
Strongest force on any atom (eV/A): 5.59
Energy above the lowest of the compared OMol25 structures with the same formula, charge and spin (eV): 4.102
Charge: -1